1.
{
  "formula": "C5H6ClNS",
  "method": "ωB97M-V/def2-TZVPD",
  "lumo_energy_ha": -0.0009,
  "multiplicity": 1,
  "smiles": "S/N=C/C=C\\C=C\\Cl",
  "homo_ev": -8.24,
  "fmax_ev_per_a": 3.03,
  "gap_ev": 8.2,
  "energy_ha": -1107.1349,
  "de_lowest_kcal_mol": 72.4,
  "elements": ["Cl", "S", "N", "C", "C", "C", "C", "C", "H", "H", "H", "H", "H", "H"],
  "coordinates": [[3.3316, -0.5249, 0.0627], [-0.9254, -2.8887, 0.0737], [-0.7496, -1.2802, 0.1147], [-0.1663, 1.4072, -0.0155], [2.0862, 0.5661, 0.3064], [-1.4076, 0.9456, 0.1214], [-1.7004, -0.4163, 0.0101], [0.9347, 0.5959, -0.3516], [0.6091, -0.3118, -0.8342], [0.4956, -2.9754, -0.2550], [-2.1272, 1.7231, 0.0112], [2.4394, 1.2090, 1.1527], [-2.7084, -0.5571, -0.2211], [-0.1117, 2.5075, -0.1754]]
}

2.
{
  "formula": "C5H6CoO4",
  "method": "ωB97M-V/def2-TZVPD",
  "lumo_energy_ha": [-0.1767, -0.2299],
  "multiplicity": 5,
  "homo_ev": [-13.95, -13.93],
  "fmax_ev_per_a": 4.54,
  "s2": 6.018,
  "total_charge": 1,
  "gap_ev": [9.1, 7.7],
  "energy_ha": -1877.4382,
  "de_lowest_kcal_mol": 0.0,
  "elements": ["Co", "O", "O", "O", "O", "C", "C", "C", "C", "C", "H", "H", "H", "H", "H", "H"],
  "coordinates": [[1.1162, 1.5834, 1.1545], [-1.9468, 0.0281, -0.5523], [2.2931, 1.4750, -0.3254], [-0.5164, 0.9167, 0.8592], [2.5005, 0.3271, 1.4929], [-3.0777, -0.7644, -0.4194], [-0.9395, -0.1064, 0.2919], [2.5291, -0.8880, -0.5584], [-4.2772, -0.2582, -0.6655], [2.6419, 0.2945, 0.1729], [2.6043, -0.8508, -1.6457], [-2.8960, -1.7477, 0.0203], [-5.1559, -0.8418, -0.3970], [-0.8740, -1.0858, 0.7947], [-4.4223, 0.8059, -0.8517], [2.8008, -1.8262, -0.0731]]
}

3.
{
  "formula": "C5H6F2O",
  "method": "ωB97M-V/def2-TZVPD",
  "lumo_energy_ha": -0.0060,
  "multiplicity": 1,
  "smiles": "O=C/C(=C\\CF)CF",
  "homo_ev": -10.25,
  "fmax_ev_per_a": 1.72,
  "gap_ev": 10.1,
  "energy_ha": -469.0476,
  "de_lowest_kcal_mol": 13.3,
  "elements": ["F", "F", "O", "C", "C", "C", "C", "C", "H", "H", "H", "H", "H", "H"],
  "coordinates": [[-1.6797, 2.0322, -1.0576], [2.8194, -0.9675, 1.0328], [-0.5613, -1.8739, -1.0509], [-1.2076, 1.5554, 0.1511], [0.7615, 0.0915, 0.5207], [-0.4239, 0.2768, -0.0345], [1.6319, -1.1461, 0.3295], [-1.0156, -0.7495, -0.9131], [1.2639, 0.8440, 1.0960], [1.1587, -2.0654, 0.6805], [1.8422, -1.2438, -0.7440], [-2.0654, 1.4169, 0.8283], [-0.5719, 2.2894, 0.6299], [-1.9524, -0.4599, -1.4687]]
}